This record from OMol25 describes C78H183As4F24N3O5P4 as an isolated structure at a distorted geometry. The level of theory is ωB97M-V/def2-TZVPD.

Each line ends with the Mulliken charge.
Cartesian coordinates (Å):
1 C 3.417 -4.419 -3.379  -1.288
2 C 1.907 -3.973 -3.573  1.366
3 C 1.558 -3.021 -4.747  -1.211
4 O 0.161 -2.597 -4.720  -0.164
5 C -0.238 -2.009 -5.918  -0.896
6 N 1.049 -5.253 -3.509  0.067
7 H 1.181 -5.760 -4.372  0.443
8 H 1.299 -5.861 -2.742  0.225
9 H 0.077 -5.057 -3.318  0.332
10 H 3.552 -5.467 -3.649  0.557
11 H 3.898 -4.184 -2.429  -0.134
12 H 4.061 -3.888 -4.080  0.499
13 H 1.707 -3.351 -2.701  -0.803
14 H 1.830 -3.569 -5.649  0.469
15 H 2.198 -2.179 -4.481  0.523
16 H -1.090 -1.330 -5.888  0.207
17 H -0.414 -2.765 -6.684  0.340
18 H 0.560 -1.395 -6.334  0.382
19 C 0.165 1.713 -1.516  -1.099
20 C -0.005 0.686 -0.412  1.950
21 C 1.182 -0.248 -0.390  -1.813
22 O 0.918 -1.167 0.686  0.219
23 C 1.949 -2.138 0.789  -0.416
24 N -0.247 1.395 0.948  1.966
25 H 0.180 0.848 1.682  -0.174
26 H 0.182 2.309 0.938  -0.150
27 H -1.230 1.486 1.162  -0.583
28 H 0.981 1.470 -2.196  0.325
29 H 0.185 2.790 -1.353  0.434
30 H -0.727 1.494 -2.104  -0.172
31 H -0.844 -0.009 -0.456  -0.695
32 H 2.150 0.241 -0.280  0.384
33 H 1.088 -0.787 -1.332  0.296
34 H 2.045 -2.520 -0.228  -0.289
35 H 1.464 -2.974 1.293  0.212
36 H 2.876 -1.858 1.290  0.304
37 C 3.677 4.947 -4.153  -1.610
38 C 3.579 4.278 -2.801  0.718
39 C 4.973 4.226 -2.048  -0.652
40 O 4.739 3.802 -0.725  -0.438
41 C 4.377 2.446 -0.486  -0.443
42 N 2.552 5.138 -1.938  0.185
43 H 1.658 5.130 -2.407  0.060
44 H 2.496 4.744 -1.009  -0.004
45 H 2.743 6.129 -1.909  0.466
46 H 4.441 4.412 -4.716  0.431
47 H 4.172 5.909 -4.014  0.409
48 H 2.904 4.960 -4.921  0.398
49 H 3.134 3.296 -2.960  -0.019
50 H 5.448 5.207 -2.038  0.381
51 H 5.596 3.528 -2.609  0.331
52 H 3.529 2.200 -1.125  0.005
53 H 4.074 2.398 0.560  0.212
54 H 5.218 1.772 -0.645  0.475
55 C -6.239 -7.951 -3.335  -1.086
56 C -5.927 -6.477 -3.684  -0.900
57 C -6.072 -5.510 -2.543  -0.700
58 C -4.959 -5.521 -1.496  -0.800
59 P -5.264 -4.432 -0.105  1.023
60 C -6.871 -4.902 0.464  -1.095
61 C -7.202 -4.346 1.853  -0.557
62 C -8.743 -4.326 2.227  -0.838
63 C -9.780 -3.599 1.305  -1.172
64 C -4.198 -4.503 1.278  -1.150
65 C -2.697 -4.313 0.907  0.078
66 C -1.813 -4.581 2.122  0.651
67 C -1.794 -5.979 2.829  -1.713
68 C -5.208 -2.703 -0.725  -0.955
69 C -4.189 -2.444 -1.911  -0.494
70 C -3.734 -0.985 -1.828  0.193
71 C -2.899 -0.501 -3.040  -1.157
72 H -6.723 -8.544 -4.112  0.381
73 H -6.966 -7.860 -2.528  0.268
74 H -5.363 -8.481 -2.960  0.279
75 H -6.590 -6.224 -4.511  0.395
76 H -4.999 -6.256 -4.211  0.429
77 H -7.005 -5.762 -2.040  0.240
78 H -6.257 -4.524 -2.970  0.243
79 H -4.076 -5.202 -2.050  0.536
80 H -4.824 -6.569 -1.231  0.652
81 H -7.013 -5.982 0.508  0.565
82 H -7.519 -4.579 -0.351  0.617
83 H -6.821 -3.334 1.993  0.225
84 H -6.698 -5.014 2.551  0.367
85 H -8.892 -3.914 3.225  0.426
86 H -8.976 -5.390 2.226  0.394
87 H -9.684 -2.534 1.513  0.309
88 H -10.820 -3.898 1.438  0.359
89 H -9.611 -3.657 0.229  0.284
90 H -4.398 -5.425 1.823  0.804
91 H -4.495 -3.698 1.950  0.385
92 H -2.524 -3.350 0.428  -0.464
93 H -2.480 -5.066 0.149  0.636
94 H -2.043 -3.847 2.894  -0.394
95 H -0.790 -4.449 1.770  -0.045
96 H -2.644 -5.953 3.512  0.468
97 H -0.883 -6.235 3.370  0.358
98 H -2.027 -6.804 2.156  0.344
99 H -5.085 -2.048 0.137  0.348
100 H -6.225 -2.480 -1.048  0.857
101 H -4.625 -2.443 -2.910  0.441
102 H -3.260 -2.979 -1.715  0.181
103 H -3.025 -0.917 -1.003  -0.336
104 H -4.500 -0.228 -1.662  0.438
105 H -2.697 0.558 -2.879  -0.207
106 H -3.448 -0.581 -3.978  0.605
107 H -1.987 -1.097 -3.079  0.200
108 C -2.820 5.082 3.570  -0.920
109 C -2.978 5.073 5.079  -0.851
110 C -1.572 4.974 5.681  -0.803
111 C -1.124 3.560 5.552  -0.542
112 P -0.013 2.739 6.824  0.790
113 C 0.843 1.301 6.054  -0.603
114 C -0.091 0.113 5.851  -0.644
115 C 0.504 -0.948 4.919  -0.044
116 C -0.323 -2.250 5.009  -1.481
117 C 1.205 3.998 7.310  -1.363
118 C 2.058 4.666 6.219  -0.041
119 C 3.466 5.153 6.653  -0.714
120 C 4.072 6.137 5.686  -1.224
121 C -0.953 2.275 8.393  -0.791
122 C -1.619 3.538 9.026  -0.332
123 C -2.631 3.245 10.175  -0.666
124 C -3.991 2.765 9.667  -1.230
125 H -3.772 5.080 3.038  0.323
126 H -2.214 4.268 3.171  0.087
127 H -2.229 5.951 3.280  0.377
128 H -3.686 4.312 5.407  0.394
129 H -3.290 6.047 5.454  0.410
130 H -1.592 5.285 6.726  0.684
131 H -1.019 5.685 5.068  0.331
132 H -0.452 3.593 4.694  -0.172
133 H -1.862 2.843 5.191  0.725
134 H 1.680 0.988 6.678  0.716
135 H 1.263 1.751 5.154  0.280
136 H -1.035 0.319 5.347  0.039
137 H -0.338 -0.357 6.804  0.540
138 H 1.417 -1.309 5.392  0.354
139 H 0.681 -0.556 3.917  0.061
140 H 0.212 -3.040 4.482  0.399
141 H -1.321 -2.331 4.578  0.154
142 H -0.505 -2.586 6.029  0.460
143 H 1.849 3.615 8.102  0.618
144 H 0.562 4.778 7.717  0.575
145 H 1.467 5.514 5.872  0.218
146 H 2.285 4.060 5.342  -0.016
147 H 4.139 4.309 6.800  0.384
148 H 3.330 5.626 7.625  0.414
149 H 5.025 6.586 5.966  0.392
150 H 3.339 6.917 5.479  0.334
151 H 4.335 5.619 4.763  0.223
152 H -0.217 1.748 9.000  0.610
153 H -1.677 1.521 8.082  0.476
154 H -2.210 4.163 8.356  -0.041
155 H -0.851 4.203 9.420  0.275
156 H -2.821 4.178 10.707  0.336
157 H -2.297 2.502 10.899  0.383
158 H -4.627 2.607 10.538  0.381
159 H -3.927 1.834 9.105  0.306
160 H -4.460 3.480 8.992  0.322
161 C -3.980 3.638 0.207  -1.525
162 C -4.225 3.132 -1.198  0.951
163 C -4.990 4.043 -2.177  -0.501
164 C -5.686 3.266 -3.352  -1.039
165 P -6.991 4.282 -4.196  0.508
166 C -6.106 5.584 -5.173  -1.030
167 C -6.947 6.599 -5.942  -0.816
168 C -6.177 7.647 -6.842  -0.665
169 C -4.893 8.233 -6.169  -0.948
170 C -8.099 3.218 -5.106  -0.748
171 C -7.426 2.457 -6.332  -0.897
172 C -8.339 1.765 -7.348  -0.626
173 C -9.010 2.834 -8.243  -1.127
174 C -7.898 5.229 -2.985  -1.473
175 C -8.788 4.448 -1.919  -1.106
176 C -8.911 5.205 -0.572  -0.409
177 C -9.723 6.376 -0.910  -1.156
178 H -4.840 3.857 0.840  0.442
179 H -3.390 4.546 0.083  0.567
180 H -3.294 2.923 0.660  0.004
181 H -4.764 2.206 -0.994  0.066
182 H -3.322 2.855 -1.741  -0.473
183 H -4.239 4.709 -2.601  0.177
184 H -5.770 4.492 -1.561  0.047
185 H -6.264 2.481 -2.865  0.562
186 H -5.024 2.871 -4.123  0.793
187 H -5.387 5.104 -5.836  0.765
188 H -5.456 6.095 -4.462  0.656
189 H -7.636 7.126 -5.282  0.381
190 H -7.615 6.076 -6.626  0.239
191 H -6.779 8.495 -7.169  0.384
192 H -5.937 7.097 -7.751  0.361
193 H -4.258 7.349 -6.107  0.139
194 H -5.088 8.516 -5.134  0.292
195 H -4.306 8.925 -6.772  0.369
196 H -8.913 3.816 -5.515  0.536
197 H -8.567 2.528 -4.403  0.611
198 H -6.737 1.775 -5.834  0.373
199 H -6.683 3.037 -6.879  0.490
200 H -8.997 1.066 -6.831  0.364
201 H -7.745 1.208 -8.073  0.316
202 H -9.553 3.553 -7.629  0.291
203 H -9.687 2.358 -8.952  0.371
204 H -8.271 3.283 -8.907  0.316
205 H -8.617 5.545 -3.741  0.765
206 H -7.370 6.104 -2.608  0.744
207 H -8.390 3.436 -1.852  0.472
208 H -9.772 4.146 -2.277  0.598
209 H -7.923 5.385 -0.147  0.225
210 H -9.401 4.611 0.200  0.377
211 H -9.082 7.064 -1.461  0.310
212 H -10.000 6.934 -0.016  0.390
213 H -10.613 6.144 -1.496  0.292
214 C 14.005 -3.353 2.159  -1.382
215 C 12.535 -3.022 2.508  0.260
216 C 11.751 -4.331 2.896  -0.973
217 C 11.325 -5.009 1.535  -0.891
218 P 9.860 -4.163 0.739  0.733
219 C 9.290 -5.394 -0.522  -1.292
220 C 7.885 -5.206 -1.089  0.706
221 C 7.485 -6.193 -2.184  -0.312
222 C 8.087 -5.941 -3.521  -1.409
223 C 8.602 -3.767 1.972  -0.858
224 C 7.585 -2.751 1.390  0.256
225 C 6.247 -2.765 2.115  -1.310
226 C 5.255 -3.849 1.565  -0.718
227 C 10.407 -2.777 -0.341  -1.278
228 C 11.762 -2.951 -1.124  -0.278
229 C 12.232 -1.687 -1.797  -0.710
230 C 12.860 -0.709 -0.753  -1.064
231 H 14.532 -2.424 1.942  0.359
232 H 14.120 -4.006 1.293  0.296
233 H 14.470 -3.856 3.006  0.450
234 H 12.023 -2.399 1.774  -0.197
235 H 12.543 -2.361 3.375  0.435
236 H 10.892 -4.226 3.559  0.325
237 H 12.463 -4.896 3.498  0.494
238 H 10.803 -5.956 1.675  0.514
239 H 12.245 -5.179 0.976  0.471
240 H 9.387 -6.324 0.038  0.719
241 H 10.079 -5.357 -1.273  0.425
242 H 7.721 -4.177 -1.407  -0.104
243 H 7.236 -5.272 -0.215  -0.348
244 H 6.401 -6.087 -2.241  0.038
245 H 7.790 -7.191 -1.869  0.403
246 H 7.682 -5.048 -3.997  0.308
247 H 7.731 -6.752 -4.157  0.415
248 H 9.162 -5.833 -3.668  0.369
249 H 9.125 -3.356 2.836  0.630
250 H 8.152 -4.711 2.279  0.389
251 H 7.463 -2.933 0.322  -0.431
252 H 7.915 -1.712 1.415  0.433
253 H 5.915 -1.726 2.107  0.490
254 H 6.291 -2.937 3.190  0.341
255 H 5.784 -4.797 1.463  0.394
256 H 4.953 -3.474 0.587  -0.245
257 H 4.332 -3.956 2.134  0.521
258 H 10.453 -1.926 0.339  0.713
259 H 9.491 -2.613 -0.910  0.791
260 H 11.635 -3.790 -1.808  0.432
261 H 12.560 -3.259 -0.449  -0.054
262 H 11.377 -1.218 -2.282  0.325
263 H 12.842 -2.170 -2.560  0.403
264 H 12.407 -0.716 0.238  0.286
265 H 12.887 0.260 -1.252  0.368
266 H 13.902 -0.952 -0.547  0.283
267 As -1.027 4.035 -4.219  1.986
268 F -0.608 3.717 -5.927  -0.492
269 F -0.307 5.674 -4.322  -0.536
270 F -1.411 4.371 -2.453  -0.477
271 F -1.718 2.411 -3.993  -0.414
272 F 0.558 3.327 -3.685  -0.550
273 F -2.631 4.673 -4.760  -0.529
274 As -3.815 -0.050 3.194  1.904
275 F -3.597 -0.495 4.906  -0.491
276 F -2.896 -1.482 2.641  -0.380
277 F -4.073 0.375 1.463  -0.426
278 F -4.756 1.442 3.672  -0.534
279 F -2.337 0.911 3.129  -0.176
280 F -5.310 -1.057 3.172  -0.508
281 As 1.972 -6.891 0.071  1.923
282 F 0.683 -7.526 1.060  -0.453
283 F 0.969 -6.964 -1.391  -0.611
284 F 3.379 -6.379 -0.951  -0.488
285 F 3.077 -6.693 1.499  -0.501
286 F 2.574 -8.626 -0.188  -0.514
287 F 1.319 -5.209 0.365  -0.353
288 As 5.378 -0.953 -2.341  1.971
289 F 5.290 -1.399 -4.089  -0.491
290 F 7.131 -0.703 -2.682  -0.523
291 F 5.606 -0.505 -0.617  -0.405
292 F 3.639 -1.326 -2.105  -0.201
293 F 5.730 -2.659 -1.944  -0.436
294 F 4.985 0.766 -2.678  -0.440
295 C 2.368 5.561 2.168  -1.224
296 C 1.586 4.278 1.828  0.090
297 O 0.998 3.689 2.785  -0.526
298 O 1.478 3.890 0.636  -0.120
299 H 3.388 5.217 1.998  0.266
300 H 2.226 5.776 3.227  0.073
301 H 2.093 6.373 1.494  0.325

- Orbital gap: 8.450 eV
- Charge: +2
- LUMO level: -0.112 Eh
- Strongest force on any atom: 3.408 eV/Å
- Calculated total energy: -444292.418 eV